Density functional theory data (ωB97M-V/def2-TZVPD) for a cluster of 2 separate species, C6H18N2O3SSi in total.

Results
**Electronic energy**: -1262.245741 Eh

The geometry in XYZ format:
```
31
C6H18N2O3SSi, DFT ωB97M-V/def2-TZVPD
C -2.229 1.188 0.947
C -1.323 1.295 -1.383
C -2.671 -0.683 -0.644
C -0.483 -1.905 1.703
C 0.633 -1.614 -1.160
C -1.686 0.393 -0.222
N 3.523 -0.109 -0.531
N 2.410 0.828 1.538
O 2.419 2.131 -0.702
O 4.440 1.911 0.695
O 0.600 0.708 0.788
Si -0.030 -0.652 0.340
S 3.203 1.355 0.208
H -2.402 0.553 1.812
H -1.532 1.971 1.227
H -3.179 1.648 0.670
H -1.048 0.713 -2.260
H -0.493 1.943 -1.124
H -2.181 1.915 -1.647
H -3.599 -0.205 -0.960
H -2.291 -1.269 -1.474
H -2.906 -1.353 0.178
H -0.896 -2.830 1.308
H 0.416 -2.158 2.257
H -1.194 -1.500 2.416
H 0.550 -1.045 -2.081
H 1.691 -1.803 -0.995
H 0.138 -2.572 -1.307
H 3.522 0.007 -1.531
H 4.400 -0.474 -0.198
H 2.198 1.613 2.132
```

Partial atomic charges computed with the natural (NBO) method, in multiples of e: atom 1 (C): -0.62, atom 2 (C): -0.63, atom 3 (C): -0.63, atom 4 (C): -1.15, atom 5 (C): -1.16, atom 6 (C): -0.29, atom 7 (N): -1.07, atom 8 (N): -0.63, atom 9 (O): -0.92, atom 10 (O): -0.92, atom 11 (O): -0.84, atom 12 (Si): 1.93, atom 13 (S): 2.37, atom 14 (H): 0.20, atom 15 (H): 0.22, atom 16 (H): 0.20, atom 17 (H): 0.20, atom 18 (H): 0.24, atom 19 (H): 0.20, atom 20 (H): 0.21, atom 21 (H): 0.21, atom 22 (H): 0.21, atom 23 (H): 0.24, atom 24 (H): 0.25, atom 25 (H): 0.24, atom 26 (H): 0.24, atom 27 (H): 0.25, atom 28 (H): 0.24, atom 29 (H): 0.41, atom 30 (H): 0.40, atom 31 (H): 0.39

***

Density functional theory data (ωB97M-V/def2-TZVPD) for a structure of composition C34H30HfN4O3PSe2.

Results
**Charge**: +1
**Relative energy (zero: lowest compared OMol25 entry of this formula, charge and spin)**: 122.5 kJ/mol

The geometry in XYZ format:
```
75
C34H30HfN4O3PSe2, DFT ωB97M-V/def2-TZVPD
Hf 0.146 0.689 0.097
O 0.789 4.089 -0.950
C 0.803 2.913 -1.274
N -0.249 2.071 -1.382
C -1.464 2.725 -0.980
C -2.373 3.227 -1.891
C -3.475 3.939 -1.440
C -3.630 4.189 -0.088
C -2.746 3.664 0.837
C -1.677 2.888 0.404
N -0.833 2.117 1.220
C -0.951 2.088 2.557
O -1.442 2.914 3.307
C -0.430 0.795 3.144
C -0.456 0.662 4.528
C -0.157 -0.560 5.098
C 0.142 -1.622 4.252
C 0.171 -1.399 2.888
N -0.091 -0.215 2.322
C 2.104 2.241 -1.616
C 3.129 2.955 -2.220
C 4.310 2.298 -2.519
C 4.421 0.957 -2.176
C 3.352 0.330 -1.559
N 2.203 0.949 -1.283
H -2.213 3.057 -2.945
H -4.198 4.313 -2.148
H -4.460 4.782 0.260
H -2.881 3.833 1.892
H -0.732 1.529 5.112
H -0.168 -0.688 6.169
H 0.351 -2.607 4.636
H 0.407 -2.219 2.220
H 2.971 3.999 -2.437
H 5.118 2.818 -3.012
H 5.322 0.403 -2.379
H 3.415 -0.719 -1.283
Se -2.323 -0.318 -0.308
P -1.154 -2.040 -0.970
Se 0.967 -1.835 -0.442
C -1.882 -3.573 -0.317
C -3.243 -3.729 -0.563
C -3.877 -4.888 -0.162
C -3.159 -5.878 0.492
C -1.811 -5.702 0.758
C -1.162 -4.548 0.353
C -1.230 -2.272 -2.775
C -2.027 -1.485 -3.594
C -2.011 -1.711 -4.960
C -1.208 -2.707 -5.492
C -0.435 -3.507 -4.663
C -0.443 -3.292 -3.298
H -3.786 -2.935 -1.058
H -4.930 -5.017 -0.357
H -3.659 -6.784 0.801
H -1.262 -6.467 1.283
H -0.104 -4.410 0.541
H -2.646 -0.705 -3.166
H -2.619 -1.102 -5.611
H -1.176 -2.856 -6.561
H 0.179 -4.289 -5.080
H 0.168 -3.889 -2.631
C 3.559 1.106 3.104
C 3.556 2.599 2.765
C 2.342 2.738 1.840
O 2.016 1.406 1.361
C 3.044 0.502 1.809
H 2.868 0.894 3.920
H 4.540 0.724 3.365
H 4.477 2.876 2.249
H 3.452 3.223 3.650
H 2.536 3.389 0.982
H 1.473 3.121 2.382
H 3.840 0.451 1.056
H 2.603 -0.491 1.934
```

Partial atomic charges computed with the Löwdin method, in multiples of e: atom 1 (Hf): 1.30, atom 2 (O): 0.11, atom 3 (C): -0.52, atom 4 (N): -0.06, atom 5 (C): -0.32, atom 6 (C): -0.02, atom 7 (C): -0.07, atom 8 (C): -0.06, atom 9 (C): 0.01, atom 10 (C): -0.25, atom 11 (N): -0.07, atom 12 (C): -0.47, atom 13 (O): 0.09, atom 14 (C): -0.18, atom 15 (C): 0.02, atom 16 (C): -0.02, atom 17 (C): -0.02, atom 18 (C): -0.14, atom 19 (N): -0.01, atom 20 (C): -0.20, atom 21 (C): 0.03, atom 22 (C): -0.02, atom 23 (C): -0.03, atom 24 (C): -0.15, atom 25 (N): -0.01, atom 26 (H): 0.12, atom 27 (H): 0.11, atom 28 (H): 0.11, atom 29 (H): 0.11, atom 30 (H): 0.13, atom 31 (H): 0.12, atom 32 (H): 0.12, atom 33 (H): 0.05, atom 34 (H): 0.13, atom 35 (H): 0.12, atom 36 (H): 0.11, atom 37 (H): 0.07, atom 38 (Se): 0.51, atom 39 (P): 0.26, atom 40 (Se): 0.44, atom 41 (C): -0.40, atom 42 (C): -0.10, atom 43 (C): -0.06, atom 44 (C): -0.06, atom 45 (C): -0.07, atom 46 (C): -0.10, atom 47 (C): -0.40, atom 48 (C): -0.09, atom 49 (C): -0.06, atom 50 (C): -0.06, atom 51 (C): -0.06, atom 52 (C): -0.10, atom 53 (H): 0.10, atom 54 (H): 0.11, atom 55 (H): 0.11, atom 56 (H): 0.11, atom 57 (H): 0.08, atom 58 (H): 0.08, atom 59 (H): 0.11, atom 60 (H): 0.11, atom 61 (H): 0.11, atom 62 (H): 0.10, atom 63 (C): -0.13, atom 64 (C): -0.12, atom 65 (C): -0.12, atom 66 (O): -0.30, atom 67 (C): -0.18, atom 68 (H): 0.12, atom 69 (H): 0.12, atom 70 (H): 0.12, atom 71 (H): 0.12, atom 72 (H): 0.12, atom 73 (H): 0.13, atom 74 (H): 0.12, atom 75 (H): 0.10

***

Density functional theory data (ωB97M-V/def2-TZVPD) for the molecule C8H14BNO4.

Results
**Spin multiplicity**: 3
**Electronic energy**: -693.657239 Eh

The geometry in XYZ format:
```
28
C8H14BNO4, DFT ωB97M-V/def2-TZVPD
B 1.392 0.968 -1.431
C -1.209 -1.380 0.279
C -0.725 -2.222 -0.612
C -1.369 -0.030 0.599
C 0.497 -2.282 -1.480
C 1.619 -1.496 -0.764
C 2.439 1.144 -2.772
C -1.667 1.695 3.756
C -1.288 1.775 2.292
N 1.443 -0.170 -0.680
O -1.799 0.717 -0.291
O 0.443 1.882 -1.314
O -1.384 -3.498 -0.565
O -1.142 0.336 1.832
H 0.585 -3.332 -1.575
H 0.314 -1.819 -2.412
H 1.878 -2.125 0.098
H 2.592 -1.808 -1.507
H 3.442 0.662 -2.498
H 2.374 2.213 -2.823
H 1.893 0.598 -3.537
H -1.435 2.762 4.156
H -2.756 1.461 3.965
H -1.071 1.085 4.363
H -0.385 2.421 2.256
H -2.059 2.322 1.559
H -0.403 1.607 -0.836
H -2.218 -3.487 -0.057
```

Partial atomic charges computed with the natural (NBO) method, in multiples of e: atom 1 (B): 0.93, atom 2 (C): -0.03, atom 3 (C): 0.28, atom 4 (C): 0.67, atom 5 (C): -0.47, atom 6 (C): -0.22, atom 7 (C): -0.90, atom 8 (C): -0.63, atom 9 (C): -0.09, atom 10 (N): -0.52, atom 11 (O): -0.62, atom 12 (O): -0.90, atom 13 (O): -0.70, atom 14 (O): -0.49, atom 15 (H): 0.25, atom 16 (H): 0.23, atom 17 (H): 0.20, atom 18 (H): 0.23, atom 19 (H): 0.22, atom 20 (H): 0.24, atom 21 (H): 0.23, atom 22 (H): 0.21, atom 23 (H): 0.22, atom 24 (H): 0.23, atom 25 (H): 0.21, atom 26 (H): 0.22, atom 27 (H): 0.52, atom 28 (H): 0.49

***

Density functional theory data (ωB97M-V/def2-TZVPD) for the molecule C20H21N3O2.

Results
**SMILES**: c1ccc(-c2nnc(OCCN3CCOCC3)c3ccccc23)cc1
**Relative energy (zero: lowest compared OMol25 entry of this formula, charge and spin)**: 303.4 kJ/mol

The geometry in XYZ format:
```
46
C20H21N3O2, DFT ωB97M-V/def2-TZVPD
C 0.442 5.299 -2.475
C 1.540 4.534 -2.833
C 1.610 3.202 -2.468
C 0.575 2.621 -1.739
C 0.637 1.212 -1.323
N 0.349 0.975 -0.072
N 0.419 -0.240 0.441
C 0.817 -1.253 -0.282
O 0.956 -2.463 0.275
C 0.603 -2.578 1.645
C -0.917 -2.707 1.845
N -1.290 -2.175 3.140
C -1.543 -0.742 3.097
C -1.728 -0.236 4.525
O -2.801 -0.894 5.165
C -2.594 -2.285 5.173
C -2.424 -2.839 3.756
C 1.110 -1.134 -1.680
C 1.457 -2.224 -2.493
C 1.658 -2.031 -3.835
C 1.493 -0.759 -4.399
C 1.159 0.318 -3.621
C 0.987 0.160 -2.234
C -0.513 3.402 -1.360
C -0.580 4.731 -1.732
H 0.389 6.337 -2.767
H 2.349 4.979 -3.395
H 2.482 2.618 -2.723
H 1.120 -3.471 2.000
H 0.963 -1.703 2.192
H -1.423 -2.174 1.024
H -1.204 -3.759 1.788
H -0.704 -0.237 2.619
H -2.458 -0.522 2.517
H -1.974 0.826 4.533
H -0.800 -0.404 5.091
H -3.468 -2.723 5.657
H -1.691 -2.525 5.756
H -2.228 -3.912 3.809
H -3.358 -2.673 3.189
H 1.550 -3.198 -2.040
H 1.927 -2.862 -4.469
H 1.628 -0.633 -5.464
H 1.010 1.291 -4.065
H -1.299 2.950 -0.775
H -1.432 5.329 -1.441
```

Partial atomic charges computed with the natural (NBO) method, in multiples of e: atom 1 (C): -0.21, atom 2 (C): -0.21, atom 3 (C): -0.23, atom 4 (C): 0.01, atom 5 (C): 0.16, atom 6 (N): -0.22, atom 7 (N): -0.34, atom 8 (C): 0.51, atom 9 (O): -0.49, atom 10 (C): -0.07, atom 11 (C): -0.24, atom 12 (N): -0.45, atom 13 (C): -0.27, atom 14 (C): -0.07, atom 15 (O): -0.52, atom 16 (C): -0.07, atom 17 (C): -0.24, atom 18 (C): -0.04, atom 19 (C): -0.19, atom 20 (C): -0.20, atom 21 (C): -0.19, atom 22 (C): -0.18, atom 23 (C): -0.09, atom 24 (C): -0.20, atom 25 (C): -0.21, atom 26 (H): 0.21, atom 27 (H): 0.21, atom 28 (H): 0.22, atom 29 (H): 0.19, atom 30 (H): 0.21, atom 31 (H): 0.18, atom 32 (H): 0.20, atom 33 (H): 0.24, atom 34 (H): 0.17, atom 35 (H): 0.19, atom 36 (H): 0.16, atom 37 (H): 0.19, atom 38 (H): 0.16, atom 39 (H): 0.20, atom 40 (H): 0.17, atom 41 (H): 0.23, atom 42 (H): 0.22, atom 43 (H): 0.22, atom 44 (H): 0.23, atom 45 (H): 0.23, atom 46 (H): 0.21